1.
{
  "formula": "FNO4P",
  "method": "the ωB97M-V functional and the def2-TZVPD basis",
  "symbols": ["N", "O", "O", "O", "O", "F", "P"],
  "xyz": [[1.21350, 0.58724, -0.30145], [-1.90930, 0.88839, 0.01795], [-0.70414, -1.23289, 1.02973], [-0.38339, -0.46939, -1.41039], [0.69809, 1.11124, 0.59739], [2.07294, -0.62265, 0.14635], [-0.98770, -0.26194, -0.07958]],
  "lowdin_charge": [0.009, -0.344, -0.352, -0.319, 0.018, -0.191, 0.179],
  "total_charge": -1,
  "multiplicity": 1
}

2.
{
  "formula": "FPS",
  "method": "the ωB97M-V functional and the def2-TZVPD basis",
  "symbols": ["F", "P", "S"],
  "xyz": [[0.82251, 0.49969, -1.25859], [0.30563, 0.33548, 0.78782], [-1.12814, -0.83517, 0.47078]],
  "lowdin_charge": [-0.630, 0.469, 0.162],
  "total_charge": 0,
  "multiplicity": 1
}

3.
{
  "formula": "FeH12O10P",
  "method": "the ωB97M-V functional and the def2-TZVPD basis",
  "symbols": ["Fe", "P", "O", "O", "O", "O", "O", "H", "H", "O", "H", "H", "O", "H", "H", "O", "H", "H", "O", "H", "H", "O", "H", "H"],
  "xyz": [[23.77520, -20.16651, -20.18273], [21.87872, -21.53367, -21.31087], [21.88738, -20.16446, -20.63526], [21.21272, -21.79416, -22.72329], [21.09953, -22.58722, -20.55127], [23.40956, -21.77587, -21.31117], [23.48181, -21.32637, -18.41838], [22.80154, -21.40571, -17.74967], [24.25935, -21.71434, -18.01696], [23.58804, -18.38810, -19.06222], [24.17983, -17.76623, -18.63881], [22.72894, -18.19579, -18.68647], [25.81642, -20.43173, -19.80962], [26.27808, -21.15338, -20.23661], [26.50537, -19.80757, -19.58161], [24.33333, -23.91613, -20.02176], [24.84830, -23.64812, -19.26070], [23.95001, -23.10300, -20.35057], [24.04094, -18.76153, -21.75204], [23.67647, -19.00346, -22.60343], [24.47362, -17.92171, -21.90609], [25.31925, -22.15184, -22.98918], [24.69567, -22.10313, -22.26459], [24.77620, -22.29828, -23.76370]],
  "lowdin_charge": [0.641, -0.073, -0.411, -0.496, -0.440, -0.458, -0.031, 0.093, 0.061, -0.038, 0.069, 0.084, -0.024, 0.087, 0.077, -0.062, -0.010, -0.047, -0.039, 0.088, 0.069, -0.102, -0.062, 0.024],
  "total_charge": -1,
  "multiplicity": 5,
  "s_squared": 6.010
}

Values of ΔE to the lowest compared entry with this formula, charge and spin, in order: 272.8 122.3 138.1, all in kJ/mol.